[1]
Below is a structure of composition C4H6O3Pd, with properties calculated with the ωB97M-V functional and the def2-TZVPD basis.

Relative energy (zero: lowest compared OMol25 entry of this formula, charge and spin)   28.9 kcal per mole
Highest occupied orbital energy (spin up / spin down)   -0.2 / -4.0 eV
Kohn-Sham gap (spin up / spin down)   4.12 / 6.47 eV
Strongest force on any atom   9.53 eV/Å

```
! wB97M-V def2-TZVPD RIJCOSX def2/J DEFGRID3
* xyz -1 4
O 1.13916 0.37179 0.60978
C 0.65086 1.30720 -0.19618
O 0.85061 2.48824 0.03093
C 0.89368 -1.06092 0.27247
H 1.91003 -1.49119 0.28622
C 0.11112 -1.67134 1.42152
H 0.56884 -1.49219 2.41234
H -0.92379 -1.29478 1.46336
H 0.05332 -2.76105 1.26944
Pd 0.02224 -0.80182 -1.45468
O -0.61554 0.78216 -0.88110
C -1.50636 1.44935 -1.74501
H -0.94684 2.15805 -2.38252
H -2.20732 2.01651 -1.10657
*
```

The Mulliken scheme yields these atomic charges, measured in e:
1. O -0.263
2. C 0.216
3. O -0.457
4. C 0.017
5. H 0.368
6. C -1.067
7. H 0.245
8. H 0.287
9. H 0.313
10. Pd -0.587
11. O 0.120
12. C -0.761
13. H 0.294
14. H 0.276

---

[2]
Below is a structure of composition C9H17N3O5, with properties calculated with the ωB97M-V functional and the def2-TZVPD basis.

Relative energy (zero: lowest compared OMol25 entry of this formula, charge and spin)   172.3 kcal per mole
Highest occupied orbital energy   -9.7 eV
Kohn-Sham gap   10.04 eV
Strongest force on any atom   6.83 eV/Å

```
! wB97M-V def2-TZVPD RIJCOSX def2/J DEFGRID3
* xyz 0 1
C -2.27697 0.88373 0.03413
C -1.09187 0.61959 -0.99442
C -2.90310 -0.52495 0.24396
C -4.00054 -0.27119 1.26505
C 0.98930 -0.67861 -1.25767
C 1.41962 -2.02561 -0.66504
C 2.19721 0.23124 -0.88565
C 2.61544 0.02936 0.66509
C 3.79485 1.02132 0.74955
H -3.35728 2.44212 0.05181
H -2.83215 1.87976 -1.45770
H -1.77612 1.32363 0.84012
H -2.19692 -1.34979 0.61262
H -3.97607 -0.24520 -1.44380
H -4.18435 0.96283 0.99222
H -3.70715 -0.29411 2.32047
H -5.03803 -1.01635 0.91778
H -0.78212 -0.93229 0.06426
H 0.84843 -0.79169 -2.31205
H 1.74940 1.33509 -0.71778
H 2.88180 0.08023 -1.81582
H 1.68991 -0.03785 1.32461
H 3.19918 -1.04074 0.89732
H 4.81801 2.01763 2.47340
H 4.56927 -0.07161 2.65188
H 2.85001 -3.29531 -1.35456
N -3.22238 1.61650 -0.64547
N -0.11089 -0.20763 -0.39715
N 4.39860 1.14769 2.06990
O -1.01493 1.14652 -2.05026
O -3.46819 -0.91224 -0.94131
O 1.31104 -2.55831 0.45217
O 4.15991 1.90622 -0.06387
O 2.44708 -2.38997 -1.62379
*
```

The Mulliken scheme yields these atomic charges, measured in e:
1. C -0.421
2. C 0.293
3. C 0.283
4. C -1.107
5. C -0.036
6. C 0.193
7. C -0.596
8. C -0.610
9. C 0.587
10. H 0.279
11. H 0.207
12. H 0.464
13. H 0.409
14. H 0.392
15. H 0.211
16. H 0.351
17. H 0.249
18. H 0.052
19. H 0.702
20. H 0.232
21. H 0.354
22. H 0.274
23. H 0.206
24. H 0.227
25. H 0.294
26. H 0.376
27. N -0.652
28. N 0.082
29. N -0.489
30. O -0.629
31. O -0.606
32. O -0.548
33. O -0.555
34. O -0.469

---

[3]
Below is a structure of composition C16H30CdNOP, with properties calculated with the ωB97M-V functional and the def2-TZVPD basis.

Highest occupied orbital energy   -7.5 eV
Kohn-Sham gap   8.00 eV
Strongest force on any atom   2.15 eV/Å

```
! wB97M-V def2-TZVPD RIJCOSX def2/J DEFGRID3
* xyz 0 1
C 0.46520 2.80072 -2.68623
C -0.81250 2.35390 -2.37594
C -1.00777 1.28752 -1.46569
C 0.09585 0.69090 -0.86781
C 1.37367 1.13166 -1.19247
C 1.56431 2.21874 -2.06373
C -2.42147 0.87656 -1.15410
C -2.68595 -0.58538 -0.73060
N -2.35590 -1.60693 -1.65930
Cd -0.10451 -0.57426 0.91810
C 2.59408 0.47285 -0.57229
P 2.18196 -1.25710 -0.06246
H -1.68655 2.83417 -2.82410
H 2.57954 2.58872 -2.23099
H 0.61486 3.60803 -3.40182
H 2.91483 1.00666 0.34280
H 3.44144 0.41795 -1.27577
H -2.79883 1.49918 -0.32572
H -3.06891 1.08785 -2.01785
H -2.20853 -0.81768 0.26128
C 3.68181 -1.79048 0.81646
C 2.27145 -2.05393 -1.69269
H -3.77008 -0.68952 -0.51452
C -1.48971 -1.46211 -2.79466
C -3.11740 -2.82488 -1.57951
H -0.55849 -1.75731 2.49697
H -1.85207 -2.15447 -3.57322
H -1.47187 -0.43881 -3.19239
H -0.45416 -1.76296 -2.54931
H -3.28800 -3.21203 -2.59502
H -2.57930 -3.59765 -1.00552
H -4.07734 -2.62523 -1.07807
H 3.31036 -2.00496 -2.04859
H 1.96300 -3.09794 -1.57534
H 1.61528 -1.55785 -2.41685
H 4.56873 -1.63582 0.18383
H 3.78727 -1.22595 1.75328
H 3.57383 -2.85874 1.04952
H -0.57120 -2.30130 1.91437
C 1.02240 1.21691 4.53396
C -0.19013 1.27821 3.61211
C -0.95266 2.58625 3.75795
O 0.19758 1.09256 2.29026
H 1.70999 2.04215 4.31440
H 1.57901 0.28706 4.38925
H 0.72286 1.28299 5.58421
H -0.87669 0.46552 3.93589
H -0.29552 3.43418 3.53924
H -1.78992 2.63269 3.05587
H -1.34384 2.69935 4.77280
*
```

The Mulliken scheme yields these atomic charges, measured in e:
1. C -0.750
2. C -0.774
3. C 0.440
4. C -0.043
5. C 1.808
6. C -0.700
7. C -1.308
8. C -0.362
9. N 0.234
10. Cd 0.424
11. C -1.412
12. P 0.337
13. H 0.375
14. H 0.416
15. H 0.375
16. H 0.436
17. H 0.561
18. H 0.502
19. H 0.403
20. H -0.186
21. C -1.206
22. C -1.225
23. H 0.472
24. C -0.852
25. C -0.982
26. H -0.139
27. H 0.393
28. H 0.313
29. H 0.078
30. H 0.302
31. H 0.274
32. H 0.317
33. H 0.388
34. H 0.378
35. H 0.307
36. H 0.370
37. H 0.331
38. H 0.394
39. H 0.187
40. C -1.382
41. C 0.620
42. C -1.430
43. O -0.727
44. H 0.334
45. H 0.243
46. H 0.400
47. H 0.071
48. H 0.329
49. H 0.277
50. H 0.392

---

[4]
Below is a structure of composition C5H14AlFOPZr, with properties calculated with the ωB97M-V functional and the def2-TZVPD basis.

Highest occupied orbital energy   -19.3 eV
Kohn-Sham gap   4.24 eV
Strongest force on any atom   5.93 eV/Å

```
! wB97M-V def2-TZVPD RIJCOSX def2/J DEFGRID3
* xyz 3 1
C -2.27134 0.65586 -1.83437
C -0.67540 1.02179 -1.51762
F -0.11050 2.01020 -2.47448
C 0.24262 -0.36722 -1.39415
Al 0.13576 -0.94457 0.57314
C 0.08212 -2.97457 0.87911
P 1.85416 0.13448 1.74501
C 0.93980 1.43285 2.84937
O 2.87604 1.07351 0.67982
H -2.90394 0.91846 -0.86619
H -2.65532 1.26765 -2.78013
H -2.40092 -0.48741 -2.07420
H -0.59118 1.53217 -0.44159
H 1.38851 -0.16814 -1.64824
H -0.23207 -1.12898 -2.15648
H -1.25950 -0.35823 1.13335
H 0.67809 -3.25452 1.87290
H -1.04231 -3.31018 1.09468
H 0.54762 -3.58277 -0.02897
H 1.65100 2.00885 3.58100
H 0.39913 2.16359 2.07620
H 0.08105 0.83514 3.39624
H 3.25183 1.80858 1.27900
Zr 0.01474 -0.28652 -3.94338
*
```

The Mulliken scheme yields these atomic charges, measured in e:
1. C -0.855
2. C 0.163
3. F -0.296
4. C -0.746
5. Al 0.278
6. C -0.990
7. P 0.790
8. C -0.952
9. O -0.398
10. H 0.342
11. H 0.370
12. H 0.384
13. H 0.121
14. H 0.428
15. H 0.376
16. H -0.009
17. H 0.310
18. H 0.319
19. H 0.314
20. H 0.433
21. H 0.385
22. H 0.390
23. H 0.407
24. Zr 1.437

---

[5]
Below is an isolated molecule of C5H9NO, with properties calculated with the ωB97M-V functional and the def2-TZVPD basis.

Relative energy (zero: lowest compared OMol25 entry of this formula, charge and spin)   88.8 kcal per mole
Highest occupied orbital energy (spin up / spin down)   -7.0 / -7.0 eV
Kohn-Sham gap (spin up / spin down)   7.74 / 7.62 eV
Strongest force on any atom   0.43 eV/Å

```
! wB97M-V def2-TZVPD RIJCOSX def2/J DEFGRID3
* xyz 0 1
C -1.74862 0.09810 1.59708
C -1.13416 -0.19852 0.27625
N -0.87437 0.70595 -0.68166
C 0.29946 0.62504 -1.33872
C 1.55809 0.30385 -0.59473
C 1.83672 -1.17731 -0.38323
O 2.41576 -1.87998 -1.17350
H -1.00745 0.50323 2.30387
H -2.57610 0.81724 1.52674
H -2.12732 -0.83431 2.02773
H -0.80022 -1.19888 0.04597
H -1.53753 1.45663 -0.89843
H 0.31761 0.80426 -2.40624
H 1.47420 0.78714 0.39183
H 2.40679 0.73849 -1.13729
H 1.40495 -1.58912 0.56326
*
```

The Mulliken scheme yields these atomic charges, measured in e:
1. C -1.004
2. C -0.279
3. N -0.170
4. C -0.445
5. C -0.486
6. C -0.048
7. O -0.489
8. H 0.201
9. H 0.337
10. H 0.300
11. H 0.474
12. H 0.235
13. H 0.440
14. H 0.245
15. H 0.316
16. H 0.372

---

[6]
Below is an isolated molecule of C9H12OS, with properties calculated with the ωB97M-V functional and the def2-TZVPD basis.

Relative energy (zero: lowest compared OMol25 entry of this formula, charge and spin)   140.3 kcal per mole
Highest occupied orbital energy (spin up / spin down)   -8.1 / -7.6 eV
Kohn-Sham gap (spin up / spin down)   7.78 / 6.77 eV
Strongest force on any atom   4.76 eV/Å

```
! wB97M-V def2-TZVPD RIJCOSX def2/J DEFGRID3
* xyz 0 1
C -1.53027 0.28198 -0.85756
C 1.91292 0.35878 0.48286
C -0.31385 0.75465 -0.62224
C 0.77795 -0.10291 -0.01461
C 2.20557 2.66881 2.18329
C -1.89037 -1.09750 -0.43399
C 0.58634 -1.58421 -0.04530
C 0.06492 1.99856 -1.09564
C -0.73763 -2.03262 -0.70849
O 3.09074 2.55772 -0.29765
S 1.92023 2.14270 0.55159
H -2.33247 0.79366 -1.41697
H 2.69140 -0.45115 0.75512
H 2.47021 3.77587 2.11670
H 1.20807 2.68310 2.67346
H -1.97410 -1.34818 0.69444
H -2.82352 -1.41444 -0.95045
H 1.41010 -1.99356 -0.54405
H 0.42885 -1.78919 0.95266
H 0.85863 2.25299 -1.89798
H -0.60546 2.76410 -0.90830
H -1.21359 -3.00935 -0.31860
H -0.66371 -2.12293 -1.86023
*
```

The Mulliken scheme yields these atomic charges, measured in e:
1. C -0.612
2. C -0.299
3. C 0.934
4. C 0.695
5. C -0.863
6. C -0.591
7. C -1.397
8. C -1.223
9. C -0.685
10. O -0.668
11. S 0.666
12. H 0.375
13. H 0.346
14. H 0.264
15. H 0.273
16. H 0.259
17. H 0.322
18. H 0.532
19. H 0.394
20. H 0.281
21. H 0.428
22. H 0.275
23. H 0.297

---

[7]
Below is a cluster of 7 separate species, CH18NO6 in total, with properties calculated with the ωB97M-V functional and the def2-TZVPD basis.

Relative energy (zero: lowest compared OMol25 entry of this formula, charge and spin)   25.3 kcal per mole
Highest occupied orbital energy   -14.4 eV
Kohn-Sham gap   11.41 eV
Strongest force on any atom   1.93 eV/Å

```
! wB97M-V def2-TZVPD RIJCOSX def2/J DEFGRID3
* xyz 1 1
C -1.76764 1.79580 -0.20720
N -0.41591 1.82080 0.40702
H -2.40024 0.98992 0.16032
H -2.31410 2.69089 0.07374
H -1.64112 1.63974 -1.26913
H 0.10356 0.97871 0.13091
H -0.43157 1.92269 1.43357
H 0.04049 2.70589 0.16301
H -0.40406 -1.15739 0.97738
H 1.06014 -1.64907 1.00396
O 0.50587 -0.84061 0.95719
H -1.27239 0.42117 3.92518
H -1.54160 -0.42880 2.54542
O -1.29292 0.38724 2.96625
H 3.39936 2.01516 -1.43341
H 4.09275 2.19075 -0.09733
O 3.20418 2.14024 -0.51830
H 2.16488 0.17355 -3.73044
H 2.49719 1.08515 -2.56096
O 2.84973 0.31053 -3.05854
H 0.01556 -3.95450 -0.90690
H 0.20965 -4.00701 -2.39867
O -0.42976 -3.73527 -1.73066
H -2.15690 -2.98970 1.66681
H -2.13594 -2.35172 0.29124
O -1.93922 -2.15417 1.20954
*
```

The Mulliken scheme yields these atomic charges, measured in e:
1. C -0.810
2. N -0.152
3. H 0.281
4. H 0.385
5. H 0.365
6. H 0.255
7. H 0.268
8. H 0.394
9. H 0.353
10. H 0.274
11. O -0.598
12. H 0.285
13. H 0.290
14. O -0.560
15. H 0.303
16. H 0.314
17. O -0.599
18. H 0.328
19. H 0.259
20. O -0.592
21. H 0.313
22. H 0.312
23. O -0.618
24. H 0.286
25. H 0.308
26. O -0.643

---

[8]
Below is a structure of composition C36H44AsN4O9P2STi, with properties calculated with the ωB97M-V functional and the def2-TZVPD basis.

Relative energy (zero: lowest compared OMol25 entry of this formula, charge and spin)   41.9 kcal per mole
Highest occupied orbital energy (spin up / spin down)   -8.1 / -8.2 eV
Kohn-Sham gap (spin up / spin down)   8.16 / 8.07 eV
Strongest force on any atom   1.05 eV/Å

```
! wB97M-V def2-TZVPD RIJCOSX def2/J DEFGRID3
* xyz 0 2
Ti 0.28709 -0.16949 0.36617
O -0.59827 0.84101 4.60121
As 0.78689 0.70291 3.49292
O 0.97662 2.27126 2.99418
O -0.38069 0.10551 1.91391
C 3.64394 -1.16693 2.82030
C 4.05315 -1.46413 4.09092
C 4.72738 -2.67304 4.25601
C 4.93993 -3.52058 3.17489
C 4.48824 -3.18504 1.90870
C 3.82367 -1.97155 1.73053
S 3.29609 -1.50833 0.11843
O 4.35619 -0.79374 -0.53285
O 2.78671 -2.67605 -0.54799
O 2.16119 -0.52240 0.43408
H -0.90705 1.75460 4.51414
H 3.85507 -0.80800 4.92803
H 5.07602 -2.95881 5.24103
H 5.44578 -4.46508 3.32388
H 4.61891 -3.85698 1.07014
C 0.51146 1.54912 -3.01533
P 0.13271 -0.12419 -2.37708
C 1.17880 -1.16730 -3.45170
C -1.57420 -0.30124 -3.00180
C -1.82555 -0.38792 -4.36855
C -3.12182 -0.49999 -4.84255
C -4.18710 -0.52378 -3.95205
C -3.94740 -0.43838 -2.59095
C -2.64554 -0.32867 -2.10420
P -2.30337 -0.26810 -0.31746
C -3.43706 1.01025 0.30987
C -3.08658 -1.77066 0.34306
H 0.34078 1.59634 -4.09208
H 1.55477 1.78873 -2.80566
H -0.11554 2.28564 -2.51427
H 0.61371 -2.04050 -3.76724
H 2.03401 -1.51783 -2.87279
H 1.53214 -0.60430 -4.31622
H -0.99967 -0.37834 -5.07042
H -3.30278 -0.57201 -5.90733
H -5.20122 -0.61430 -4.31891
H -4.78345 -0.47028 -1.90179
H -4.47345 0.70284 0.16667
H -3.27215 1.95396 -0.20370
H -3.24896 1.14495 1.37592
H -4.17067 -1.71425 0.23231
H -2.83240 -1.85685 1.40031
H -2.71985 -2.64898 -0.18339
C -1.13139 3.48913 0.97490
N 0.23082 3.84466 0.63310
C 0.54378 5.25756 0.55511
C 1.10784 2.87285 0.34926
O 0.67491 1.74267 -0.06369
N 2.42190 3.13553 0.39643
C 3.38550 2.21202 -0.18399
C 2.96661 3.99312 1.44809
H -1.51020 4.21556 1.69390
H -1.14543 2.50782 1.44097
H -1.77213 3.50233 0.08986
H -0.29340 5.76678 0.07475
H 1.43010 5.41159 -0.05516
H 0.70240 5.70463 1.53847
H 3.74894 1.50937 0.56372
H 4.22692 2.78987 -0.56764
H 2.94269 1.64701 -0.99627
H 3.35449 4.93296 1.04867
H 3.78204 3.45149 1.92620
H 2.21371 4.16504 2.20968
O -0.70331 -2.77598 -1.84766
C -0.33824 -3.10647 -0.73072
N -0.24451 -4.38533 -0.27928
C 0.12729 -4.46666 1.11383
C 0.36540 -2.97308 1.39896
O 0.81239 -2.55332 2.44015
N -0.01293 -2.23279 0.29910
C -1.05030 -4.99452 1.94074
C -1.51388 -6.27732 1.65798
C -2.59998 -6.80332 2.33437
C -3.23652 -6.05192 3.31607
C -2.77202 -4.78147 3.61184
C -1.68047 -4.25226 2.92960
C 1.39214 -5.27403 1.36683
C 1.70269 -5.65892 2.66960
C 2.83597 -6.41152 2.92524
C 3.67416 -6.78918 1.88297
C 3.38129 -6.38810 0.58941
C 2.24634 -5.62675 0.33194
H -0.43398 -5.16509 -0.88317
H -1.00874 -6.87735 0.90843
H -2.94754 -7.80179 2.10202
H -4.08452 -6.46091 3.84982
H -3.25256 -4.19271 4.38280
H -1.31553 -3.26620 3.18755
H 1.05041 -5.36775 3.48296
H 3.06422 -6.70688 3.94153
H 4.55362 -7.38913 2.08106
H 4.03653 -6.66298 -0.22757
H 2.04311 -5.28818 -0.67450
*
```

The Mulliken scheme yields these atomic charges, measured in e:
1. Ti -0.463
2. O -0.627
3. As 0.692
4. O -0.728
5. O 0.243
6. C 0.406
7. C -1.017
8. C -0.546
9. C -0.780
10. C -0.370
11. C 0.271
12. S 1.254
13. O -0.726
14. O -0.591
15. O -0.348
16. H 0.283
17. H 0.448
18. H 0.390
19. H 0.444
20. H 0.537
21. C -1.584
22. P 2.919
23. C -1.860
24. C -0.360
25. C -1.060
26. C -0.847
27. C -0.812
28. C -0.883
29. C -0.312
30. P 2.240
31. C -1.536
32. C -1.479
33. H 0.627
34. H 0.387
35. H 0.263
36. H 0.502
37. H 0.305
38. H 0.533
39. H 0.397
40. H 0.409
41. H 0.409
42. H 0.307
43. H 0.622
44. H 0.330
45. H 0.386
46. H 0.707
47. H 0.409
48. H 0.272
49. C -1.023
50. N 0.547
51. C -1.309
52. C -0.150
53. O -0.314
54. N 0.240
55. C -0.878
56. C -1.244
57. H 0.498
58. H 0.042
59. H 0.375
60. H 0.439
61. H 0.365
62. H 0.346
63. H 0.308
64. H 0.477
65. H 0.004
66. H 0.322
67. H 0.378
68. H 0.414
69. O -0.634
70. C -1.871
71. N 0.152
72. C 3.056
73. C -0.879
74. O -0.518
75. N 1.902
76. C -0.604
77. C -0.259
78. C -0.885
79. C -0.465
80. C -1.082
81. C 0.089
82. C -0.044
83. C -0.168
84. C -0.880
85. C -0.457
86. C -0.828
87. C -0.187
88. H 0.395
89. H 0.360
90. H 0.411
91. H 0.402
92. H 0.470
93. H 0.698
94. H 0.415
95. H 0.413
96. H 0.421
97. H 0.419
98. H 0.262